(1)
ORCA calculation (ωB97M-V/def2-TZVPD) on a molecular structure, C34H49BrN7SeSi2V in a non-equilibrium geometry.

Properties
spin multiplicity: 4
ΔE to the lowest compared entry with this formula, charge and spin: 43.6 kJ/mol
charge: -1
highest occupied orbital energy (alpha / beta): -3.823 / -4.220 eV
Kohn-Sham gap (alpha / beta): 6.0 / 5.6 eV
electronic energy: -8206.9412 Eh

Positions of all 95 atoms, in Å:
V (0.77209, -1.82575, 0.93208)
C (-2.84071, -0.57030, 4.87239)
C (-2.31189, -1.83745, 5.06643)
C (-1.73812, -2.52569, 4.01869)
C (-1.65614, -1.95601, 2.73466)
C (-2.19317, -0.67337, 2.55803)
C (-2.77106, 0.00385, 3.61175)
N (-0.96140, -2.57414, 1.72721)
C (-0.91855, -3.91824, 1.66709)
C (-1.97883, -4.78764, 1.98956)
C (-1.83704, -6.14785, 1.84476)
C (-0.63446, -6.70587, 1.40115)
C (0.43110, -5.89079, 1.09094)
C (0.30436, -4.50006, 1.20772)
N (1.27470, -3.58838, 0.98249)
N (2.49076, -3.94316, 0.67962)
C (3.26748, -2.87700, 0.43975)
C (4.64340, -3.02095, 0.18079)
C (5.42357, -1.89768, 0.01921)
C (4.82177, -0.64283, 0.11933)
C (3.46135, -0.57833, 0.35016)
N (2.68467, -1.64473, 0.48336)
H (-3.27076, -0.02418, 5.69753)
H (-2.33453, -2.28440, 6.05264)
H (-1.29349, -3.49993, 4.18532)
H (-2.13869, -0.21396, 1.58326)
H (-3.16469, 0.99769, 3.45490)
H (-2.91075, -4.36928, 2.34720)
H (-2.66769, -6.79708, 2.08604)
H (-0.54493, -7.77944, 1.31937)
H (1.36999, -6.29389, 0.73811)
H (5.05250, -4.01644, 0.13193)
H (6.48641, -1.98048, -0.16374)
H (5.39976, 0.26367, 0.02024)
H (2.97208, 0.38299, 0.44524)
C (-1.55498, 4.75777, -1.97876)
C (-1.44194, 3.33665, -1.41647)
C (-2.11800, 2.37021, -2.39555)
C (-2.26174, 3.26113, -0.12215)
Si (0.43551, 2.82697, -1.11857)
Br (0.23395, 0.97927, 0.32867)
C (1.39124, 2.22802, -2.72682)
C (0.85803, 0.87938, -3.21378)
C (2.88517, 2.01937, -2.45668)
C (1.25439, 3.22785, -3.88149)
C (1.43711, 4.14454, -0.05532)
C (0.57329, 4.73345, 1.06417)
C (2.64075, 3.49911, 0.64237)
C (1.93852, 5.29617, -0.93267)
H (-2.58969, 4.97227, -2.24634)
H (-0.94316, 4.88337, -2.86847)
H (-1.24535, 5.49351, -1.24246)
H (-3.18766, 2.57902, -2.43713)
H (-1.99012, 1.34280, -2.06515)
H (-1.72133, 2.46990, -3.40227)
H (-3.28159, 3.59061, -0.32003)
H (-1.85395, 3.88422, 0.66436)
H (-2.30202, 2.23978, 0.24262)
H (1.00936, 0.10186, -2.46781)
H (1.39937, 0.57303, -4.11017)
H (-0.19691, 0.90756, -3.46021)
H (3.03665, 1.32248, -1.63632)
H (3.39296, 2.95482, -2.23939)
H (3.35314, 1.58582, -3.34035)
H (0.21634, 3.33565, -4.18242)
H (1.81334, 2.86181, -4.74255)
H (1.64408, 4.20737, -3.61743)
H (0.19063, 3.94100, 1.70043)
H (-0.25449, 5.31458, 0.66916)
H (1.17805, 5.39834, 1.68075)
H (2.31202, 2.71110, 1.31442)
H (3.16110, 4.25042, 1.23712)
H (3.35064, 3.08411, -0.06422)
H (1.11599, 5.78754, -1.44509)
H (2.64739, 4.94461, -1.67707)
H (2.44588, 6.03999, -0.31808)
N (1.13966, -1.13607, 2.62455)
C (0.97769, -0.42653, 3.54642)
N (1.05215, 0.36711, 4.50278)
C (0.30146, 0.82425, 5.43374)
N (-0.25753, 1.33664, 6.30595)
C (-2.28292, -2.06407, -3.75004)
Si (-2.01558, -2.60944, -1.93279)
C (-3.26569, -1.61004, -0.88339)
C (-2.41828, -4.47191, -1.82875)
Se (0.14524, -2.19855, -1.45532)
H (-3.20695, -2.47127, -4.14338)
H (-1.46135, -2.41427, -4.36561)
H (-2.32397, -0.98326, -3.83424)
H (-4.27927, -1.76157, -1.24830)
H (-3.05232, -0.54461, -0.93060)
H (-3.23233, -1.91303, 0.15942)
H (-3.36836, -4.68797, -2.30724)
H (-2.46614, -4.80976, -0.79911)
H (-1.64655, -5.04606, -2.33215)



(2)
ORCA calculation (ωB97M-V/def2-TZVPD) on a single C21H23ClN2O2 molecule.

Properties
ΔE to the lowest compared entry with this formula, charge and spin: 201.9 kJ/mol
charge: 0
highest occupied orbital energy: -7.748 eV
Kohn-Sham gap: 8.4 eV
electronic energy: -1534.1976 Eh
SMILES: O=C(Nc1ccccc1N1CCOCC1)C1(c2ccc(Cl)cc2)CCC1

Positions of all 49 atoms, in Å:
O (1.22195, 0.67389, -0.46293)
C (0.11317, 0.54601, 0.00016)
N (-0.70518, -0.52059, -0.23457)
C (-0.47856, -1.50332, -1.22733)
C (-1.49779, -1.73906, -2.13927)
C (-1.32703, -2.61953, -3.19055)
C (-0.11077, -3.26440, -3.33573)
C (0.89643, -3.06734, -2.41287)
C (0.73592, -2.20935, -1.31918)
N (1.73714, -2.03120, -0.38128)
C (1.46467, -2.24455, 1.02325)
C (2.42357, -1.39049, 1.85692)
O (3.76264, -1.69821, 1.54909)
C (4.00876, -1.47257, 0.17906)
C (3.10965, -2.34496, -0.70353)
C (-0.52485, 1.54617, 0.96372)
C (-1.69920, 2.23772, 0.32311)
C (-1.87065, 2.23219, -1.05867)
C (-2.93154, 2.89370, -1.65041)
C (-3.83508, 3.58007, -0.85687)
Cl (-5.16973, 4.40256, -1.58723)
C (-3.67050, 3.62253, 0.51784)
C (-2.60522, 2.95830, 1.09610)
C (-0.76222, 0.93372, 2.36903)
C (0.19580, 1.96287, 2.98570)
C (0.49860, 2.52439, 1.59014)
H (-1.67159, -0.40832, 0.04222)
H (-2.42849, -1.19816, -2.02966)
H (-2.12733, -2.78580, -3.89458)
H (0.04763, -3.94289, -4.16065)
H (1.82076, -3.61225, -2.52314)
H (0.43050, -1.99098, 1.25092)
H (1.62858, -3.30614, 1.27940)
H (2.29666, -1.59187, 2.92276)
H (2.23341, -0.32819, 1.65140)
H (5.06125, -1.70866, 0.01373)
H (3.81755, -0.41825, -0.06520)
H (3.30171, -2.10432, -1.74899)
H (3.34074, -3.40754, -0.51782)
H (-1.16211, 1.71764, -1.69054)
H (-3.05313, 2.87943, -2.72197)
H (-4.36732, 4.17498, 1.12843)
H (-2.47786, 3.01703, 2.16578)
H (-0.40944, -0.09309, 2.45188)
H (-1.79088, 0.97668, 2.72170)
H (1.05185, 1.53205, 3.49985)
H (-0.28849, 2.67489, 3.65079)
H (0.25683, 3.57520, 1.44832)
H (1.50918, 2.34002, 1.23163)



(3)
ORCA calculation (ωB97M-V/def2-TZVPD) on a gas-phase ion, C6H11N2 (charge +1) in a non-equilibrium geometry.

Properties
ΔE to the lowest compared entry with this formula, charge and spin: 235.8 kJ/mol
charge: +1
highest occupied orbital energy: -12.912 eV
Kohn-Sham gap: 8.7 eV
electronic energy: -344.4253 Eh
SMILES: C=CN1CC[NH+]=C1C

Positions of all 19 atoms, in Å:
C (-2.17936, 1.65480, 0.61621)
C (-1.24162, 1.22212, -0.26727)
N (-0.36765, 0.21413, 0.06198)
C (-0.08226, -0.03490, 1.45013)
C (0.85625, -1.33607, 1.31306)
N (1.49364, -1.07763, 0.03816)
C (0.67862, -0.43978, -0.76455)
C (0.99018, -0.19294, -2.17741)
H (-2.89601, 2.38229, 0.45841)
H (-2.09196, 1.09667, 1.60181)
H (-1.07458, 1.56699, -1.24136)
H (-0.91703, -0.30520, 2.07108)
H (0.28738, 0.90605, 1.75390)
H (1.39774, -1.35266, 2.29169)
H (0.29158, -2.22709, 1.48655)
H (2.16671, -1.64939, -0.37275)
H (0.48051, 0.79923, -2.46058)
H (0.77501, -1.02791, -2.85798)
H (2.03622, 0.17241, -2.11459)



(4)
ORCA calculation (ωB97M-V/def2-TZVPD) on a molecular structure, C28H34N7O4Ti in a non-equilibrium geometry.

Properties
spin multiplicity: 3
charge: -1
highest occupied orbital energy (alpha / beta): -1.327 / -4.228 eV
Kohn-Sham gap (alpha / beta): 4.0 / 6.8 eV
electronic energy: -2621.2030 Eh

Positions of all 74 atoms, in Å:
Ti (0.71589, -0.52939, -0.98304)
C (-4.92055, 3.85319, -2.16222)
C (-3.73403, 3.10183, -1.62784)
C (-3.24287, 3.30032, -0.34153)
C (-2.15808, 2.60197, 0.14206)
C (-1.47503, 1.60613, -0.60394)
N (-0.44969, 0.88035, -0.11708)
C (0.06691, 1.08396, 1.19095)
C (-0.74198, 0.94840, 2.31349)
C (-0.28089, 1.21131, 3.59228)
C (1.04758, 1.58306, 3.78366)
C (1.59121, 1.82669, 5.16580)
C (1.87973, 1.68489, 2.68418)
C (1.42186, 1.45241, 1.37806)
N (2.31289, 1.60007, 0.32581)
C (3.49179, 2.31311, 0.30285)
C (4.01350, 2.18189, -0.96465)
C (3.14496, 1.37275, -1.67400)
N (2.09571, 0.98972, -0.89817)
C (-1.95056, 1.46823, -1.94586)
C (-3.03815, 2.19318, -2.41252)
N (-1.30037, 0.61924, -2.92518)
C (-1.77370, 0.25257, -4.13730)
C (-0.74506, -0.32385, -4.85092)
C (0.34796, -0.28064, -3.97720)
N (0.00294, 0.28287, -2.82701)
H (-5.36386, 4.47455, -1.38338)
H (-5.70016, 3.17958, -2.52558)
H (-4.64930, 4.51290, -2.99101)
H (-3.71525, 4.03510, 0.30270)
H (-1.80350, 2.81650, 1.13908)
H (-1.76256, 0.62314, 2.15665)
H (-0.94455, 1.10489, 4.44166)
H (0.80970, 1.71581, 5.91750)
H (2.00759, 2.83191, 5.25926)
H (2.38841, 1.12065, 5.40543)
H (2.92660, 1.90890, 2.83489)
H (3.84193, 2.84606, 1.16492)
H (4.92795, 2.62182, -1.32518)
H (3.20077, 1.01688, -2.68912)
H (-3.34091, 2.08158, -3.44480)
H (-2.80140, 0.40681, -4.40747)
H (-0.78802, -0.72813, -5.84544)
H (1.35303, -0.65401, -4.09449)
N (3.16824, -2.15463, -2.42691)
C (3.88384, -2.27312, -1.14756)
C (3.06119, -1.70793, 0.02177)
O (3.63652, -0.96411, 0.81035)
N (1.72341, -2.00949, 0.10103)
C (1.31816, -3.35235, -0.28903)
C (0.22581, -3.38396, -1.35657)
O (-0.19853, -4.44355, -1.79239)
O (-0.16154, -2.20695, -1.74515)
H (2.42774, -2.84327, -2.49378)
H (3.80496, -2.34459, -3.19227)
H (4.78154, -1.65806, -1.19184)
H (4.19117, -3.30452, -0.91862)
H (0.89781, -3.87501, 0.58062)
H (2.15197, -3.97869, -0.62878)
C (0.64526, -2.19460, 3.08690)
C (-0.83438, -2.39942, 2.85920)
O (-1.20704, -2.05300, 1.53801)
C (-2.58680, -2.30082, 1.33802)
C (-3.02039, -1.82071, -0.02772)
H (0.97187, -1.21151, 2.75422)
H (1.24271, -2.92502, 2.54745)
H (0.85161, -2.29013, 4.15599)
H (-1.41936, -1.78866, 3.56472)
H (-1.10582, -3.45257, 3.04043)
H (-3.16153, -1.78144, 2.12240)
H (-2.78150, -3.37844, 1.45024)
H (-2.44459, -2.29674, -0.81729)
H (-2.89259, -0.74234, -0.11667)
H (-4.07823, -2.05355, -0.17306)